ORCA calculation (ωB97M-V/def2-TZVPD) on a structure of composition C38H39BN3P2Ti.

Each line ends with the Mulliken charge.
Positions of all 84 atoms, in Å:
Ti: -0.58307 0.11828 -1.03921  -0.05
C: -2.20783 -1.04831 -2.50411  -0.65
C: -1.84503 -0.24506 -3.59119  -0.29
C: -2.43950 1.00277 -3.75545  -0.74
C: -3.37279 1.45668 -2.83364  -0.40
C: -3.70528 0.68157 -1.72833  -0.62
C: -3.12973 -0.57722 -1.56102  0.18
H: -1.83119 -2.06309 -2.42791  0.62
H: -1.13065 -0.61140 -4.31589  0.51
H: -2.17968 1.61016 -4.61250  0.49
H: -3.84327 2.42122 -2.97566  0.48
H: -4.43893 1.03652 -1.01591  0.55
H: -3.43477 -1.21827 -0.74125  0.17
C: 1.07988 -1.95863 2.85724  -1.01
N: 0.51110 -1.31431 1.66675  0.38
P: -0.17079 -2.11459 0.33611  1.88
C: -1.76960 -2.75920 0.87736  0.69
C: -2.40181 -3.74764 0.12033  -0.42
C: -3.71121 -4.10747 0.40226  -0.80
C: -4.39438 -3.48950 1.44305  -0.63
C: -3.76209 -2.52149 2.21147  -0.78
C: -2.45392 -2.15197 1.92928  -1.04
C: 0.84975 -3.51194 -0.13195  0.46
C: 0.67788 -4.75462 0.48624  -0.63
C: 1.51941 -5.80505 0.16260  -0.76
C: 2.52656 -5.62478 -0.77802  -0.56
C: 2.69972 -4.39547 -1.39854  -0.85
C: 1.86440 -3.33760 -1.07693  -0.05
P: 0.60209 0.31087 1.26237  1.38
C: 2.25964 0.74050 0.72235  0.83
C: 2.56131 2.08166 0.47179  -0.39
C: 3.75607 2.41552 -0.14395  -0.81
C: 4.64697 1.41714 -0.52033  -0.71
C: 4.35131 0.08454 -0.26961  -0.69
C: 3.15782 -0.25695 0.34733  -0.89
C: 0.18605 1.28345 2.70784  0.86
C: -1.15771 1.42833 3.06005  -0.47
C: -1.50576 2.11294 4.21152  -1.08
C: -0.51108 2.65866 5.01541  -0.66
C: 0.82636 2.51843 4.67133  -0.74
C: 1.17980 1.83234 3.51871  -0.53
H: 0.48311 -2.83356 3.11147  0.39
H: 1.03828 -1.26459 3.69611  0.40
H: 2.11255 -2.26698 2.69418  0.26
H: -1.86987 -4.25188 -0.67884  0.50
H: -4.19459 -4.87996 -0.18096  0.45
H: -5.41223 -3.77973 1.66747  0.43
H: -4.28261 -2.06309 3.04231  0.50
H: -1.96088 -1.41061 2.54637  0.42
H: -0.11645 -4.90294 1.20755  0.45
H: 1.38906 -6.76710 0.63954  0.45
H: 3.17759 -6.45130 -1.03089  0.43
H: 3.47939 -4.25870 -2.13615  0.51
H: 2.00970 -2.38252 -1.55620  -0.22
H: 1.86825 2.86541 0.76169  0.58
H: 3.99625 3.45401 -0.33193  0.47
H: 5.57390 1.67956 -1.01254  0.44
H: 5.04563 -0.69046 -0.56514  0.48
H: 2.92532 -1.30222 0.51500  0.21
H: -1.93613 0.99128 2.44080  0.42
H: -2.54674 2.22126 4.48636  0.49
H: -0.78087 3.19459 5.91596  0.44
H: 1.59660 2.93919 5.30381  0.46
H: 2.22406 1.72563 3.25313  0.46
B: 3.11726 -0.59213 -3.81793  0.62
C: 1.87642 -0.33656 -2.94052  -0.19
N: 0.95580 -0.15651 -2.24160  -0.44
H: 2.67949 -0.98078 -4.87383  -0.07
H: 3.66081 0.48370 -3.89996  -0.07
H: 3.76858 -1.41751 -3.22106  -0.11
C: -0.55585 6.55855 -0.87134  -1.51
C: -0.62196 5.06768 -0.95268  0.98
C: 0.13493 4.35410 -1.88129  -1.03
C: 0.04191 2.98068 -1.94014  -0.64
N: -0.76391 2.27817 -1.12306  1.29
C: -1.50514 2.95891 -0.23235  -0.24
C: -1.45956 4.32829 -0.11348  -1.10
H: 0.41700 6.93159 -1.18592  0.42
H: -0.76582 6.91220 0.13642  0.41
H: -1.30590 6.99287 -1.53686  0.30
H: 0.80590 4.86619 -2.55857  0.51
H: 0.63806 2.41640 -2.64476  0.50
H: -2.14582 2.37238 0.41512  0.24
H: -2.06755 4.81948 0.63471  0.51

As for the spin multiplicity: 2. The HOMO-LUMO gap (alpha / beta) comes out at 7.2 / 7.4 eV. Its LUMO energy (alpha / beta) is -6.93 / -6.61 eV. As for the expectation value of S²: 0.76. As for the total charge: +2.


ORCA calculation (ωB97M-V/def2-TZVPD) on a structure of composition C31H40AsN3O8PbS3Si2.

Each line ends with the Mulliken charge.
Positions of all 89 atoms, in Å:
Pb: -1.02964 1.12508 -0.22374  2.03
O: 0.11970 2.91392 3.71608  -0.79
C: -0.50000 2.14248 2.98888  -0.29
O: -0.18222 1.84725 1.77801  -0.38
C: -1.65585 1.33210 3.59545  0.19
C: -1.35491 -0.17123 3.43670  0.09
C: -2.19723 -0.98890 4.42348  -0.99
C: -3.59812 -0.89774 3.76693  -1.10
C: -3.29106 -0.04763 2.52663  0.33
O: -1.96858 -0.49537 2.17829  -0.17
C: -3.06902 1.41404 2.92680  0.10
C: -3.22970 2.41505 1.76300  -0.24
O: -3.53257 3.56793 2.04684  -0.77
O: -3.09279 1.93288 0.57221  -0.70
H: -1.71265 1.61438 4.64511  0.45
H: -0.29646 -0.41737 3.39689  0.07
H: -1.84258 -2.02001 4.46118  0.33
H: -2.16162 -0.57621 5.43237  0.36
H: -3.96536 -1.88294 3.47508  0.28
H: -4.34569 -0.42833 4.40831  0.40
H: -3.95480 -0.18197 1.67861  0.50
H: -3.79335 1.72309 3.68165  0.41
S: -0.19977 -0.86273 -2.61279  -0.17
C: 1.34956 -1.43000 -2.23706  0.67
C: 2.13364 -1.85421 -3.38437  -0.34
N: 2.71574 -2.19120 -4.31861  -0.63
C: 1.94404 -1.59068 -1.00916  0.41
S: 1.06235 -1.25546 0.48773  0.04
C: 3.17302 -2.29140 -0.91178  -0.57
N: 4.15708 -2.88879 -0.81418  -0.65
C: -6.11200 -3.85075 -0.94479  -1.51
C: -5.00783 -2.84344 -0.78855  1.22
C: -3.74623 -3.21986 -0.34233  -0.91
C: -2.74674 -2.26523 -0.23838  -0.35
N: -2.94030 -0.98504 -0.53440  0.48
C: -4.14331 -0.61478 -0.95862  -0.64
C: -5.19823 -1.50405 -1.10394  -0.88
H: -6.01485 -4.65791 -0.21799  0.38
H: -6.08457 -4.29882 -1.94092  0.28
H: -7.09042 -3.38660 -0.81731  0.37
H: -3.53500 -4.24874 -0.07550  0.39
H: -1.75210 -2.52754 0.10497  0.32
H: -4.27428 0.44520 -1.15195  0.45
H: -6.16030 -1.14440 -1.44979  0.37
C: 4.32269 -1.27438 4.49070  -1.25
Si: 4.00487 -1.77973 2.69611  0.48
C: 3.23802 -3.49174 2.67726  -1.09
C: 5.69044 -1.82831 1.87010  -1.09
As: 2.33916 -0.22285 2.05193  0.22
Si: 3.55300 1.53790 0.99675  0.34
C: 4.28204 1.02552 -0.64499  -0.69
C: 2.52570 3.07400 0.86491  -0.48
C: 4.89092 1.86002 2.29335  -1.11
H: 4.83344 -2.09026 5.01366  0.38
H: 3.40048 -1.04842 5.02851  0.33
H: 4.96446 -0.39135 4.54385  0.30
H: 3.81642 -4.15224 3.33199  0.40
H: 3.24104 -3.90864 1.66984  0.30
H: 2.20614 -3.46780 3.03383  0.24
H: 6.33595 -2.45039 2.50263  0.39
H: 6.15166 -0.84292 1.79480  0.26
H: 5.64659 -2.26878 0.87679  0.34
H: 3.51285 1.08764 -1.41980  0.04
H: 4.70063 0.01763 -0.63645  0.29
H: 5.07718 1.72912 -0.91533  0.43
H: 1.80225 3.01078 0.05327  -0.19
H: 3.19934 3.91017 0.64454  0.47
H: 1.98203 3.27477 1.79003  0.20
H: 5.59933 1.04002 2.41509  0.24
H: 4.43875 2.07584 3.26463  0.28
H: 5.45278 2.74902 1.98838  0.37
C: -2.05014 1.01577 -7.58540  -1.45
C: -1.34588 1.58925 -6.38398  1.14
C: -1.94540 2.57730 -5.60656  -0.78
C: -1.29802 3.10311 -4.49907  -0.74
C: -0.03653 2.64265 -4.15203  -0.03
C: 0.57194 1.65764 -4.91273  -0.39
C: -0.08137 1.13988 -6.02205  -0.47
S: 0.78394 3.30461 -2.70915  1.41
O: 1.96286 2.47563 -2.51635  -0.70
O: 1.04248 4.69566 -3.01884  -0.81
O: -0.20810 3.14791 -1.62582  -0.85
H: -3.10206 1.30541 -7.59967  0.34
H: -2.00035 -0.07484 -7.58821  0.33
H: -1.59688 1.36529 -8.51708  0.30
H: -2.93884 2.93069 -5.86411  0.25
H: -1.77365 3.86166 -3.88908  0.41
H: 1.53983 1.28480 -4.60785  0.43
H: 0.39300 0.34893 -6.59346  0.35

The HOMO-LUMO gap comes out at 6.4 eV. Its LUMO energy is 3.74 eV. As for the total charge: -2.


ORCA calculation (ωB97M-V/def2-TZVPD) on a structure of composition C19H45BO2RuS2Si4.

Each line ends with the Mulliken charge.
Positions of all 74 atoms, in Å:
Ru: -0.73767 1.34755 0.06510  -0.42
C: -1.86775 1.57612 -4.00140  -1.73
C: -1.37096 1.96265 -2.63453  0.58
S: 0.16499 1.18386 -2.05057  -0.74
C: -1.89268 2.93929 -1.86763  0.73
C: -3.15453 3.66338 -2.24537  -1.57
S: -1.12496 3.54370 -0.35635  -0.45
H: -1.06014 1.12640 -4.57671  0.35
H: -2.20179 2.45346 -4.55572  0.53
H: -2.69152 0.85939 -3.97002  0.25
H: -3.66013 3.22782 -3.10549  0.42
H: -2.92880 4.71120 -2.45694  0.31
H: -3.84263 3.65223 -1.39887  0.31
C: 2.70985 3.42145 3.37669  -1.93
C: 2.66428 2.28437 2.36910  1.78
C: 3.92469 2.32671 1.51345  -1.85
O: 1.54009 2.49651 1.49593  -0.43
B: 0.90057 1.28624 1.25155  0.85
O: 1.46944 0.27731 2.01798  -0.17
C: 2.35777 0.88575 2.99494  1.56
C: 1.58163 0.97906 4.30199  -2.30
C: 3.56876 -0.00941 3.18719  -1.79
H: 2.92187 4.35421 2.85410  0.47
H: 3.49777 3.25947 4.11539  0.34
H: 1.75945 3.53358 3.89506  0.35
H: 3.95025 3.28464 0.99362  0.53
H: 3.93849 1.54054 0.76069  0.23
H: 4.82552 2.24180 2.12382  0.36
H: 0.69785 1.60730 4.19359  0.38
H: 2.19999 1.38416 5.10459  0.38
H: 1.25739 -0.02179 4.58993  0.49
H: 4.10088 -0.18422 2.25542  0.29
H: 3.24921 -0.97300 3.58616  0.46
H: 4.26431 0.43845 3.90036  0.36
C: -1.01120 -2.04493 -4.17377  -1.07
Si: -1.68573 -2.04681 -2.41761  1.38
C: -1.60208 -3.84365 -1.86167  -1.20
C: -3.49312 -1.53707 -2.47430  -1.25
Si: -0.30897 -0.67569 -1.04559  0.08
Si: 1.74887 -1.82003 -0.96609  0.69
C: 2.10210 -2.81943 -2.52016  -1.24
C: 3.22648 -0.71008 -0.70923  -0.54
C: 1.59567 -2.99006 0.49699  -0.97
Si: -2.12034 -0.19640 1.21536  0.74
C: -3.84039 0.36179 0.68074  -1.14
C: -1.83136 0.63263 2.88419  -1.15
C: -2.15793 -2.04902 1.48136  -0.98
H: -1.67553 -2.65615 -4.79226  0.41
H: -0.01563 -2.48578 -4.21885  0.29
H: -0.95994 -1.05346 -4.61714  0.13
H: -2.27419 -4.42864 -2.49658  0.41
H: -1.90943 -3.99829 -0.82833  0.36
H: -0.60263 -4.26184 -1.97629  0.26
H: -3.96712 -1.92961 -3.37752  0.47
H: -3.61486 -0.45268 -2.46996  0.19
H: -4.03353 -1.93902 -1.61478  0.41
H: 2.12995 -2.18250 -3.40620  0.33
H: 1.38900 -3.62263 -2.69648  0.31
H: 3.09065 -3.27484 -2.40911  0.39
H: 3.35372 0.01041 -1.52037  0.36
H: 4.12733 -1.32861 -0.65347  0.57
H: 3.11836 -0.17307 0.22589  -0.61
H: 0.73660 -3.65754 0.40049  0.33
H: 1.49216 -2.42621 1.42670  0.07
H: 2.49366 -3.61008 0.57375  0.46
H: -3.87012 1.45347 0.63544  0.23
H: -4.57357 0.03811 1.42691  0.38
H: -4.15468 -0.02657 -0.28481  0.23
H: -1.78098 1.72337 2.81661  0.32
H: -0.90770 0.26970 3.33103  -0.01
H: -2.66800 0.38684 3.54673  0.58
H: -2.55182 -2.57759 0.61430  0.03
H: -2.82774 -2.25949 2.32123  0.53
H: -1.17744 -2.45876 1.72581  0.24

The HOMO-LUMO gap comes out at 7.0 eV. Its LUMO energy is -0.32 eV. As for the total charge: 0.


| no. | energy (hartree) |
| --- | --- |
| 1 | -3192.29945 |
| 2 | -6173.92712 |
| 3 | -2975.71508 |